No. 1
Computed, not measured: 6 unconnected molecules or ions with the total composition C27H47BNO18 at a distorted geometry, with ωB97M-V with the def2-TZVPD basis set.

Computed properties:
Lowest unoccupied orbital energy: 0.0778 hartree
Frontier orbital gap: 5.7 eV
Electronic energy: -67786.828 eV
E_HOMO: -3.611 eV

The geometry in ORCA input format:
```
! wB97M-V def2-TZVPD RIJCOSX def2/J DEFGRID3
* xyz -1 1
C 1.78 1.90 1.93
C 2.18 0.98 0.80
C 1.10 -0.02 0.36
C -0.30 0.57 0.13
N -1.42 -0.25 0.56
B -1.60 -0.45 2.09
O -1.58 -1.94 2.41
C -3.05 0.15 2.63
C -3.69 1.20 1.71
C -4.44 0.54 0.59
O -5.21 -0.31 0.74
O -4.19 1.01 -0.68
H 1.15 1.38 2.63
H 1.22 2.73 1.53
H 2.62 2.32 2.46
H 3.04 0.39 1.12
H 2.53 1.52 -0.08
H 1.11 -0.87 1.03
H 1.43 -0.40 -0.61
H -0.41 0.71 -0.95
H -0.42 1.56 0.56
H -1.44 -1.13 0.05
H -0.65 0.08 2.66
H -2.35 -2.31 1.97
H -2.86 0.63 3.58
H -3.77 -0.64 2.83
H -2.98 1.94 1.37
H -4.44 1.72 2.30
H -4.13 1.97 -0.60
C 0.88 -2.54 -6.17
C 1.54 -2.32 -4.83
C 0.58 -1.93 -3.72
O 1.41 -1.14 -2.87
C 2.39 -0.60 -3.63
O 3.13 0.26 -3.28
O 2.41 -1.18 -4.86
H 0.53 -1.60 -6.59
H 1.60 -2.96 -6.88
H 0.04 -3.23 -6.08
H 2.13 -3.19 -4.54
H 0.20 -2.79 -3.18
H -0.25 -1.32 -4.07
C 2.94 4.77 -2.01
C 3.87 5.02 -0.85
C 5.33 4.81 -1.16
O 5.87 4.41 0.10
C 4.85 3.84 0.81
O 5.00 3.24 1.82
O 3.66 4.07 0.20
H 2.90 3.71 -2.24
H 1.93 5.08 -1.76
H 3.26 5.33 -2.89
H 3.70 6.02 -0.43
H 5.83 5.72 -1.51
H 5.50 4.01 -1.89
C -7.74 5.60 -2.52
C -6.93 4.77 -1.55
C -7.44 4.79 -0.13
O -6.25 4.59 0.63
C -5.20 5.04 -0.11
O -4.10 5.19 0.29
O -5.60 5.30 -1.39
H -7.60 6.67 -2.32
H -7.41 5.43 -3.54
H -8.80 5.36 -2.45
H -6.84 3.75 -1.91
H -8.16 4.00 0.08
H -7.88 5.76 0.16
C -1.06 -4.98 2.63
C -1.62 -6.22 3.30
C -1.62 -6.16 4.80
O -1.50 -7.55 5.16
C -0.87 -8.19 4.14
O -0.46 -9.30 4.20
O -0.79 -7.38 3.06
H 0.02 -4.91 2.79
H -1.22 -5.02 1.56
H -1.53 -4.08 3.02
H -2.62 -6.43 2.91
H -2.53 -5.74 5.21
H -0.76 -5.62 5.21
C 5.67 -1.71 1.54
C 5.47 -2.88 0.62
C 5.23 -2.50 -0.82
O 4.43 -3.59 -1.30
C 3.78 -4.12 -0.23
O 2.90 -4.91 -0.30
O 4.28 -3.61 0.93
H 4.73 -1.17 1.68
H 5.99 -2.04 2.53
H 6.42 -1.02 1.14
H 6.32 -3.58 0.70
H 6.15 -2.42 -1.40
H 4.66 -1.57 -0.93
*
```

=====

No. 2
Computed, not measured: a molecular structure, C35H57O3PPdSi2 at a distorted geometry, with ωB97M-V with the def2-TZVPD basis set.

Computed properties:
Lowest unoccupied orbital energy (spin up / spin down): 0.0167 / -0.1107 hartree
Frontier orbital gap (spin up / spin down): 4.5 / 3.3 eV
Energy relative to the best compared isomer or geometry (same formula, charge and spin): 130.50 kJ/mol
Electronic energy: -71879.557 eV
E_HOMO (spin up / spin down): -4.008 / -6.315 eV
⟨S²⟩: 2.05

The geometry in ORCA input format:
```
! wB97M-V def2-TZVPD RIJCOSX def2/J DEFGRID3
* xyz 0 3
O 0.35 2.82 -0.99
O 2.09 1.46 -5.55
C -0.81 3.51 -1.50
C -1.25 4.61 -0.55
H -1.62 2.78 -1.70
H -0.49 3.94 -2.46
H -1.68 4.20 0.37
H -2.02 5.18 -1.07
H -0.45 5.30 -0.25
C 1.62 3.16 -1.56
C 1.69 3.95 -2.85
H 2.12 2.19 -1.65
H 2.10 3.74 -0.76
H 1.40 3.38 -3.74
H 2.78 4.13 -2.95
H 1.21 4.94 -2.83
C 2.72 0.41 -4.82
C 0.90 1.06 -6.21
C 4.11 0.83 -4.37
H 2.83 -0.52 -5.43
H 2.08 0.16 -3.96
H 4.71 1.14 -5.23
H 4.62 -0.02 -3.90
H 4.11 1.65 -3.64
C 0.55 2.03 -7.33
H 0.08 1.03 -5.46
H 0.99 0.04 -6.64
H 0.54 3.08 -7.02
H -0.43 1.80 -7.75
H 1.28 1.92 -8.14
H -1.80 -0.38 -1.97
Pd 0.08 1.09 0.37
C -2.00 0.00 -2.97
Si -2.46 -1.69 -3.60
H -2.75 0.78 -2.83
H -1.09 0.44 -3.38
C -3.44 -1.29 -5.12
C -3.36 -2.31 -2.06
C -0.74 -2.53 -3.41
C 0.51 1.88 2.10
Si 2.31 1.31 1.83
H -0.20 1.53 2.87
H 0.17 2.89 1.78
C 3.18 2.97 1.63
C 2.96 0.17 0.43
C 2.71 0.39 3.41
H 0.12 -1.87 -3.54
H -0.60 -3.36 -4.10
H -0.64 -2.93 -2.38
H -4.17 -0.52 -4.85
H -4.00 -2.13 -5.53
H -2.84 -0.86 -5.93
H -3.67 -1.51 -1.39
H -2.68 -2.93 -1.47
H -4.24 -2.89 -2.30
H 3.97 0.52 0.16
H 2.37 0.16 -0.49
H 3.06 -0.88 0.75
H 3.61 0.88 3.81
H 2.93 -0.67 3.26
H 1.89 0.48 4.13
H 4.05 3.03 2.30
H 2.47 3.75 1.95
H 3.51 3.20 0.61
O -1.27 -1.46 0.36
C -1.23 -0.45 1.05
C -2.16 -0.16 2.18
C -3.37 0.46 1.85
C -4.09 1.13 2.83
C -3.60 1.13 4.15
C -2.45 0.42 4.51
C -1.72 -0.27 3.53
P -0.23 -1.23 4.01
C -0.96 -2.22 5.34
C -0.59 -1.97 6.67
C -1.17 -2.72 7.69
C -2.12 -3.70 7.39
C -2.52 -3.92 6.07
C -1.94 -3.18 5.04
C 0.64 -2.59 3.08
C 1.12 -3.73 3.78
C 1.93 -4.66 3.13
C 2.27 -4.49 1.78
C 1.82 -3.35 1.09
C 1.07 -2.40 1.77
H -3.70 0.40 0.81
H -5.04 1.62 2.58
H -4.13 1.68 4.93
H -2.12 0.39 5.55
H 0.16 -1.20 6.89
H -0.87 -2.55 8.73
H -2.56 -4.30 8.19
H -3.26 -4.69 5.84
H -2.25 -3.35 4.01
H 0.87 -3.87 4.83
H 2.31 -5.51 3.69
H 2.90 -5.22 1.27
H 2.08 -3.18 0.04
H 0.83 -1.46 1.26
*
```

=====

No. 3
Computed, not measured: a molecular structure, C37H40BMoN12O2, with ωB97M-V with the def2-TZVPD basis set.

Computed properties:
Lowest unoccupied orbital energy (spin up / spin down): -0.1433 / -0.1692 hartree
Frontier orbital gap (spin up / spin down): 6.0 / 5.6 eV
Energy relative to the best compared isomer or geometry (same formula, charge and spin): 24.75 kJ/mol
Electronic energy: -63526.703 eV
E_HOMO (spin up / spin down): -9.945 / -10.170 eV
⟨S²⟩: 2.09

The geometry in ORCA input format:
```
! wB97M-V def2-TZVPD RIJCOSX def2/J DEFGRID3
* xyz 1 3
Mo -0.17 0.63 -0.22
C 4.16 -1.73 2.97
C 4.20 -2.05 1.62
C 3.49 -1.28 0.70
C 2.72 -0.20 1.11
C 2.74 0.14 2.45
C 3.44 -0.62 3.38
N 2.00 0.62 0.18
C 2.69 1.66 -0.34
C 4.10 1.79 -0.40
C 4.65 2.91 -0.97
C 3.85 3.96 -1.49
C 2.49 3.90 -1.39
C 1.93 2.75 -0.80
N 0.60 2.60 -0.48
N -0.10 3.66 -0.44
C -1.40 3.41 -0.06
C -2.26 4.48 0.11
C -3.50 4.25 0.68
C -3.81 2.96 1.09
C -2.90 1.94 0.86
N -1.73 2.15 0.24
H 4.70 -2.32 3.69
H 4.79 -2.88 1.28
H 3.58 -1.52 -0.35
H 2.23 1.03 2.78
H 3.43 -0.32 4.42
H 4.73 1.01 0.00
H 5.72 2.99 -1.04
H 4.33 4.81 -1.96
H 1.85 4.68 -1.75
H -1.93 5.47 -0.19
H -4.20 5.06 0.83
H -4.74 2.73 1.58
H -3.12 0.93 1.17
C 0.04 2.74 2.79
C -0.26 1.29 2.95
C -0.48 0.60 4.14
C -0.72 -0.71 3.79
C -1.01 -1.88 4.66
N -0.65 -0.79 2.45
N -0.35 0.43 1.93
B -1.04 -1.96 1.52
N 0.09 -2.33 0.57
N 0.53 -1.44 -0.36
C 1.33 -2.09 -1.21
C 2.05 -1.48 -2.37
C 1.42 -3.42 -0.81
C 0.62 -3.54 0.31
C 0.35 -4.74 1.15
N -2.22 -1.49 0.65
N -2.03 -0.51 -0.28
C -3.17 -0.41 -0.99
C -3.45 0.60 -2.06
C -4.08 -1.35 -0.52
C -3.44 -2.03 0.50
C -3.94 -3.15 1.35
H 0.36 3.15 3.75
H 0.84 2.91 2.07
H -0.83 3.30 2.47
H -0.45 1.02 5.14
H -0.97 -1.58 5.70
H -2.00 -2.30 4.46
H -0.28 -2.68 4.51
H -1.35 -2.91 2.18
H 2.02 -0.39 -2.35
H 3.09 -1.80 -2.37
H 1.61 -1.84 -3.30
H 2.00 -4.20 -1.28
H 0.94 -5.58 0.79
H 0.61 -4.56 2.19
H -0.70 -5.02 1.11
H -2.91 1.53 -1.92
H -3.19 0.19 -3.03
H -4.52 0.81 -2.07
H -5.08 -1.52 -0.88
H -4.97 -3.37 1.09
H -3.35 -4.05 1.19
H -3.89 -2.91 2.41
C -0.42 -1.80 -5.28
N -0.31 -0.56 -4.52
C 0.02 0.59 -5.17
C -0.03 1.77 -4.56
C -0.48 1.80 -3.17
O -0.94 2.82 -2.67
N -0.41 0.61 -2.44
C -0.59 -0.58 -3.15
O -1.00 -1.60 -2.64
H -1.12 -1.67 -6.11
H -0.80 -2.58 -4.62
H 0.55 -2.09 -5.67
H 0.28 0.48 -6.22
H 0.15 2.70 -5.07
*
```